1.
11 unconnected molecules or ions with the total composition C5H34N2O10S, computed with ωB97M-V with the def2-TZVPD basis set.

- highest occupied orbital energy (eV) = -8.913
- net charge = 0
- gap between HOMO and LUMO (eV) = 9.13
- SMILES string = CCNC[C@@H](N)CS.O.O.O.O.O.O.O.O.O.O

```
52
Properties=species:S:1:pos:R:3:lowdin_charge:R:1
N -1.46806 -1.71470 1.67184 0.05
C -0.29241 -1.05813 1.08959 -0.44
C 0.81612 -2.06976 0.83290 -0.49
S 0.39288 -3.50166 -0.22732 0.77
C -0.71327 -0.37460 -0.19758 -0.20
N 0.40594 0.36637 -0.82194 -0.08
C -0.04242 1.53239 -1.60944 -0.25
C 1.07570 2.00656 -2.51879 -0.09
H -2.21976 -1.06421 1.92437 0.04
H -3.36029 -2.46227 -1.49110 -0.01
H -1.22447 -2.25625 2.48633 0.09
H 0.12408 -0.31709 1.79271 0.14
H 1.64064 -1.56457 0.33884 0.04
H 1.22297 -2.43433 1.77448 0.07
H -1.59183 0.24907 -0.00942 0.11
H -1.04477 -1.14158 -0.89744 0.09
H 1.02415 0.68877 -0.09127 0.09
H -0.34857 2.33618 -0.93721 0.11
H -0.89608 1.24031 -2.22161 0.11
H 1.40064 1.21969 -3.20455 0.07
H 0.75317 2.85483 -3.12988 0.08
H 1.94525 2.35265 -1.95614 0.07
H 2.30072 1.67374 2.05010 0.02
H 2.40347 3.18727 1.66983 0.06
O 1.78035 2.46057 1.72925 -0.07
H -0.92359 2.91234 3.33945 0.07
H 0.09184 2.91041 2.18550 0.02
O -0.82698 3.21673 2.42409 -0.08
H 2.68523 -0.85223 -2.46002 0.03
H 2.72353 0.39927 -1.64163 0.02
O 3.33625 -0.28482 -1.97292 -0.07
H -4.53220 0.01406 1.96331 0.04
H -3.46763 1.08159 1.71872 -0.01
O -3.66968 0.28501 2.26088 -0.08
H -0.92292 -3.55307 -0.01395 -0.16
H -2.88375 -2.62377 -0.02333 -0.01
O -3.14256 -3.13089 -0.80388 -0.10
H -3.59211 3.31625 0.88156 0.06
H -2.20121 2.82995 1.40236 0.01
O -2.99779 2.56188 0.87261 -0.08
H 0.99115 -2.45970 -2.51429 0.00
H 0.73234 -0.98383 -2.17088 -0.01
O 1.08402 -1.55944 -2.87352 -0.10
H -3.47006 -0.24926 -2.28795 0.05
H -2.83306 -1.16000 -3.34390 0.06
O -3.55488 -1.10381 -2.71421 -0.03
H 4.03338 -0.71724 -0.48945 0.01
H 4.54191 -1.93958 0.33528 0.06
O 4.44460 -0.98410 0.37233 -0.07
H 3.54083 -0.09061 3.29310 0.05
H 3.60387 -0.23438 1.72395 0.02
O 3.12529 0.19000 2.49023 -0.07
```

=====

2.
11 unconnected molecules or ions with the total composition C5H34N2O10S, computed with ωB97M-V with the def2-TZVPD basis set.

- highest occupied orbital energy (eV) = -9.011
- net charge = 0
- gap between HOMO and LUMO (eV) = 8.95
- SMILES string = C[C@H](CCS)NCN.O.O.O.O.O.O.O.O.O.O

```
52
Properties=species:S:1:pos:R:3:lowdin_charge:R:1
C 2.76099 1.89310 -2.06236 -0.07
C 2.02557 0.95322 -1.14358 -0.38
C 2.60632 -0.45424 -1.44708 -0.26
C 2.23372 -1.62356 -0.58880 -0.60
S 2.83025 -3.21677 -1.19840 0.72
N 0.52683 0.91366 -1.21223 -0.01
C -0.06458 1.45144 0.08820 -0.26
N -0.60788 0.33726 0.89349 0.06
H 2.99929 1.45528 -3.04228 0.08
H 3.76402 2.12753 -1.67704 0.09
H 2.38095 2.90715 -2.25715 0.08
H 2.21228 1.16462 -0.07978 0.13
H 2.35344 -0.60556 -2.51741 0.12
H 3.69256 -0.33320 -1.37120 0.11
H 1.14578 -1.60322 -0.59309 0.03
H 2.57490 -1.43384 0.42643 0.06
H 2.60630 -3.92446 -0.08753 -0.15
H 0.23353 1.46487 -2.01187 0.09
H 0.64500 2.02246 0.68855 0.10
H -0.83625 2.10983 -0.29166 0.07
H -1.47382 0.01988 0.46395 0.06
H 0.11343 -0.35893 0.71356 0.05
H -1.26722 3.00409 3.15189 0.05
H -1.03017 1.70844 2.47601 0.03
O -0.55017 2.50041 2.78115 -0.06
H -3.63107 2.45871 -2.43620 0.05
H -2.38370 2.30089 -1.58735 0.01
O -3.33706 2.15255 -1.56983 -0.06
H -3.25041 -2.22330 0.10644 -0.01
H -3.52947 -2.93321 1.35690 0.02
O -2.92166 -2.99184 0.62558 -0.08
H -3.47777 -0.95041 -1.48130 0.03
H -3.96102 0.32420 -0.84756 0.02
O -3.82030 -0.61718 -0.63954 -0.08
H -0.62042 -0.72057 -1.48577 0.00
H -0.70588 -2.22455 -1.16459 0.04
O -1.21882 -1.50084 -1.53960 -0.08
H -0.35866 3.83945 0.39793 0.01
H -0.59307 5.08946 -0.42150 0.06
O -1.06441 4.29553 -0.09074 -0.07
H -1.64180 1.59545 -4.05998 0.05
H -1.39995 0.20910 -3.84336 0.06
O -1.86490 0.93586 -3.39742 -0.05
H -1.19896 -1.81066 3.45777 0.02
H -0.19546 -1.10689 4.24482 0.00
O -0.82677 -1.83998 4.33937 -0.06
H 1.98839 -0.81063 2.87614 0.02
H 1.94333 -2.31167 3.11868 0.06
O 1.53204 -1.62768 2.57719 -0.07
H 1.38921 1.77347 3.83212 0.03
H 0.75688 0.41115 3.42459 0.00
O 1.58301 0.85155 3.67837 -0.06
```

=====

The most stable of them is 1.

=====

1.
A gas-phase ion, C6H8NO (charge +1), computed with ωB97M-V with the def2-TZVPD basis set.

- highest occupied orbital energy (alpha / beta) (eV) = -12.829 / -13.912
- net charge = +1
- gap between HOMO and LUMO (alpha / beta) (eV) = 6.08 / 7.46

```
16
Properties=species:S:1:pos:R:3:lowdin_charge:R:1
C 1.32569 -0.18265 -0.95404 -0.11
C 2.19667 0.50520 0.23773 -0.10
C 0.18924 -0.85726 -0.37617 0.04
C 1.94408 1.62439 0.73347 0.27
C -0.99972 -0.21189 -0.05682 -0.28
C -2.19387 -0.92489 0.53585 0.02
N -1.11498 1.07207 -0.08804 0.05
O -1.79490 2.00016 -0.35043 0.22
H 1.07994 0.64247 -1.61995 0.13
H 2.00779 -0.87014 -1.44132 0.13
H 3.01679 -0.14628 0.49153 0.13
H 0.26048 -1.91078 -0.15887 0.14
H 1.56336 2.57555 0.99835 0.08
H -3.12069 -0.50528 0.14524 0.10
H -2.20435 -0.83048 1.62135 0.10
H -2.15553 -1.98018 0.28212 0.09
```

=====

2.
A gas-phase ion, C6H8NO (charge +1), computed with ωB97M-V with the def2-TZVPD basis set.

- highest occupied orbital energy (eV) = -14.578
- net charge = +1
- gap between HOMO and LUMO (eV) = 10.01
- SMILES string = O=C1CC[NH2+][C@H]2C=C12

```
16
Properties=species:S:1:pos:R:3:lowdin_charge:R:1
C 0.19852 -1.28912 -0.49505 -0.15
C -0.57270 -2.11479 0.38978 0.14
C -1.68071 0.36690 0.01528 -0.37
C -0.55951 1.26832 0.43786 -0.09
C 0.75096 1.15430 -0.28659 -0.07
C -1.25426 -1.04269 -0.10942 0.09
N 1.42743 -0.27380 -0.05254 0.10
O -2.76311 0.80826 -0.11501 0.20
H 0.74227 -1.72746 -1.34943 0.15
H -0.64486 -2.96440 0.97488 0.10
H -0.92275 2.24162 0.22290 0.14
H -0.39153 1.24184 1.47917 0.13
H 0.42389 1.05237 -1.30107 0.13
H 1.44992 1.88700 -0.00501 0.12
H 2.24991 -0.41523 -0.75916 0.22
H 1.54652 -0.19312 0.95339 0.15
```

=====

The most stable of them is 2.

=====

1.
2 unconnected molecules or ions with the total composition C2H8N3O, computed with ωB97M-V with the def2-TZVPD basis set.

- highest occupied orbital energy (eV) = -14.303
- net charge = +1
- gap between HOMO and LUMO (eV) = 10.06

```
14
Properties=species:S:1:pos:R:3:lowdin_charge:R:1
C -1.54906 -0.08308 -1.35840 -0.41
N -2.66542 -0.62357 -1.02777 0.15
O -0.63164 0.22267 -0.60303 -0.04
H -1.67340 0.16215 -2.47670 0.16
H -3.50180 -0.46067 -1.57742 0.13
H -2.91312 -0.88578 -0.08729 0.13
N 0.77281 -0.27605 1.66070 0.15
C 1.99494 0.16221 1.18417 -0.06
N 2.18345 0.89737 0.03021 0.21
H -0.04487 0.20305 1.44415 0.06
H 0.70031 -1.26877 1.85327 0.14
H 2.88759 -0.12149 1.80919 0.17
H 3.08525 1.09206 -0.33407 0.12
H 1.35495 0.97990 -0.51702 0.08
```

=====

2.
2 unconnected molecules or ions with the total composition C2H8N3O, computed with ωB97M-V with the def2-TZVPD basis set.

- highest occupied orbital energy (eV) = -14.488
- net charge = +1
- gap between HOMO and LUMO (eV) = 11.20

```
14
Properties=species:S:1:pos:R:3:lowdin_charge:R:1
C -1.34330 -1.27946 -0.52440 -0.37
N -1.36669 -2.59632 -0.68359 0.17
O -0.39754 -0.54589 -0.82011 -0.05
H -2.28196 -0.86250 -0.16059 0.14
H -2.17593 -3.16075 -0.48593 0.12
H -0.57497 -3.06108 -1.09874 0.13
N 0.67379 0.85943 1.47123 0.19
C 1.07112 1.82342 0.66737 -0.17
N 1.23311 1.74332 -0.62393 0.20
H 0.39765 -0.01796 1.04429 0.10
H 1.08348 0.83519 2.38918 0.14
H 1.38292 2.74472 1.13559 0.16
H 1.50116 2.54536 -1.16869 0.14
H 0.79715 0.97254 -1.14167 0.11
```

=====

The most stable of them is 2.

=====

1.
C22H24N4O6S in the gas phase, computed with ωB97M-V with the def2-TZVPD basis set.

- highest occupied orbital energy (eV) = -8.279
- net charge = 0
- gap between HOMO and LUMO (eV) = 8.49
- SMILES string = COc1ccccc1-c1nnc(NC(=O)c2ccc(S(=O)(=O)N(C)C[C@@H]3CCCO3)cc2)o1

```
57
Properties=species:S:1:pos:R:3:lowdin_charge:R:1
C 1.82964 2.12307 -0.60737 -0.07
H 0.94784 1.70502 -1.09957 0.06
O 1.86010 1.79141 0.76648 -0.08
C 0.92637 2.33182 1.58222 -0.21
C -0.16414 3.07720 1.14302 -0.01
C -1.03511 3.64867 2.05234 -0.07
C -0.83357 3.50689 3.41666 -0.08
C 0.22827 2.75271 3.87029 -0.02
C 1.10319 2.14920 2.96866 -0.07
C 2.15184 1.30457 3.48479 -0.26
N 2.56602 1.22132 4.71402 0.10
N 3.47450 0.22814 4.77152 0.10
C 3.56591 -0.25444 3.57166 -0.38
N 4.35043 -1.30392 3.17673 0.20
C 4.16613 -2.11132 2.07262 -0.41
O 4.99527 -2.92914 1.75942 0.11
C 2.87919 -1.88175 1.35087 -0.14
C 2.89613 -1.52284 0.00823 0.01
C 1.70995 -1.21714 -0.63577 -0.05
C 0.52121 -1.26989 0.06496 -0.25
C 0.48690 -1.68329 1.38303 -0.03
C 1.66777 -2.00202 2.02798 0.00
H 1.65400 -2.31839 3.06153 0.13
H -0.46382 -1.71729 1.89188 0.12
S -0.99993 -0.77032 -0.74992 0.69
O -2.01406 -0.70475 0.25786 -0.26
O -0.70436 0.41402 -1.51451 -0.30
N -1.13415 -2.06838 -1.81037 -0.27
C -1.83255 -3.18741 -1.21958 -0.08
H -1.33758 -3.42662 -0.27994 0.09
H -2.87955 -2.94846 -1.01815 0.09
H -1.76532 -4.04350 -1.88978 0.10
C -1.46751 -1.72809 -3.17088 -0.15
H -0.85181 -0.86141 -3.41262 0.11
H -1.19222 -2.56244 -3.82196 0.14
C -2.96357 -1.36933 -3.35380 -0.31
C -3.17478 -0.35073 -4.47801 -0.12
H -4.17830 -0.45516 -4.89319 0.12
C -3.04710 0.97235 -3.72387 -0.15
H -1.99874 1.23083 -3.57784 0.10
C -3.67514 0.62316 -2.37607 -0.18
H -4.76072 0.79147 -2.38511 0.13
H -3.23089 1.16844 -1.54160 0.11
O -3.44031 -0.76202 -2.16840 -0.14
H -3.55776 1.79565 -4.21783 0.11
H -2.44633 -0.46563 -5.27773 0.12
H -3.53897 -2.29107 -3.50915 0.15
H 1.69499 -0.91192 -1.66969 0.12
H 3.84041 -1.46162 -0.51097 0.13
H 5.13255 -1.51866 3.78335 0.17
O 2.77760 0.39207 2.69401 0.13
H 0.40647 2.60193 4.92291 0.11
H -1.50934 3.97018 4.11810 0.10
H -1.87832 4.21568 1.68737 0.11
H -0.34677 3.19545 0.08766 0.11
H 1.85954 3.20801 -0.74800 0.10
H 2.73049 1.67969 -1.02846 0.10
```

=====

2.
C22H24N4O6S in the gas phase, computed with ωB97M-V with the def2-TZVPD basis set.

- highest occupied orbital energy (eV) = -7.519
- net charge = 0
- gap between HOMO and LUMO (eV) = 8.03
- SMILES string = COc1ccc(N(CC(=O)Nc2ccc3c(c2)OCO3)S(=O)(=O)c2c(C)nn(C)c2C)cc1

```
57
Properties=species:S:1:pos:R:3:lowdin_charge:R:1
C -4.91737 -4.64414 -1.07493 -0.09
H -5.86863 -5.15801 -0.94661 0.09
O -4.90167 -3.62677 -0.10117 -0.08
C -3.80039 -2.83280 -0.00812 -0.28
C -2.68957 -2.90367 -0.84284 0.00
C -1.62885 -2.03378 -0.66120 0.00
C -1.65778 -1.08074 0.34575 -0.29
C -2.77230 -1.00299 1.17777 -0.02
C -3.82651 -1.87386 1.00703 0.00
H -4.69318 -1.82864 1.64778 0.12
H -2.81935 -0.25760 1.95821 0.12
N -0.58173 -0.17136 0.44204 -0.17
S -0.66542 1.05425 -0.69530 0.71
O 0.47845 1.90016 -0.46291 -0.29
O -0.79169 0.45078 -1.98672 -0.26
C -2.15092 1.91364 -0.30964 -0.17
C -3.41647 1.58449 -0.77695 -0.24
N -4.26646 2.42137 -0.15129 -0.15
N -3.63454 3.25650 0.67625 0.13
C -2.34810 2.97124 0.60537 -0.31
C -1.32602 3.71199 1.38816 -0.03
H -1.59104 4.76555 1.42708 0.08
H -1.28808 3.34138 2.41263 0.08
H -0.35048 3.59191 0.92470 0.06
C -5.69166 2.48286 -0.29139 -0.01
H -5.96792 2.76127 -1.31002 0.09
H -6.05501 3.23884 0.40085 0.09
H -6.14064 1.51769 -0.05217 0.09
C -3.85872 0.57622 -1.76607 0.01
H -2.98512 0.14068 -2.24210 0.07
H -4.49001 1.03955 -2.52360 0.09
H -4.43001 -0.21482 -1.27923 0.08
C -0.02973 0.15525 1.74195 -0.07
C 1.40279 -0.39999 1.85450 -0.44
O 1.71577 -1.18593 2.72228 0.08
N 2.20360 0.10313 0.89146 0.14
C 3.54296 -0.18437 0.61923 -0.21
C 4.28897 -1.08098 1.37512 -0.01
C 5.62285 -1.34246 1.07396 0.01
C 6.17527 -0.68228 0.00463 -0.21
C 5.42762 0.21904 -0.75595 -0.20
C 4.11386 0.48691 -0.47354 0.08
H 3.53739 1.18158 -1.06202 0.13
O 6.21309 0.73338 -1.75414 0.04
C 7.47890 0.12847 -1.60010 -0.16
O 7.45066 -0.75419 -0.50070 0.03
H 7.73368 -0.43020 -2.51559 0.14
H 8.24039 0.90689 -1.42901 0.14
H 6.20112 -2.03688 1.65921 0.12
H 3.82204 -1.57934 2.20733 0.10
H 1.77356 0.78167 0.26362 0.09
H -0.62625 -0.29058 2.53983 0.13
H 0.00222 1.24055 1.86714 0.12
H -0.77149 -2.07633 -1.31221 0.12
H -2.63547 -3.63222 -1.63549 0.11
H -4.09902 -5.35476 -0.92540 0.10
H -4.86235 -4.23226 -2.08770 0.10
```

=====

The most stable of them is 2.